C5H8N | ωB97M-V/def2-TZVPD

Computed properties:
**Total charge**: +1
**Kohn-Sham gap**: 10.7 eV
**Energy relative to the best compared isomer or geometry (same formula, charge and spin)**: 567.93 kJ/mol

Each line ends with the Löwdin charge.
Element x y z (Å)
C  1.5957  -0.6592  -0.2004  -0.08
C  0.3598  -1.3242  -0.2354  0.15
C  1.6147  0.7126  0.3484  0.02
C  0.2805  0.3324  -0.4545  -0.19
C  -1.9757  -0.2235  -0.0446  0.00
N  -0.6246  -0.2315  0.3956  -0.13
H  2.3802  -1.0212  -0.8528  0.15
H  1.4959  0.8769  1.5061  0.17
H  2.2633  1.5258  -0.0350  0.14
H  0.0163  0.6658  -1.3838  0.15
H  -2.3843  0.6875  0.3325  0.10
H  -1.9008  -0.2259  -1.1681  0.13
H  -2.6683  -1.0416  0.3374  0.14
H  -0.4527  -0.0739  1.4545  0.24

***

C5H8N | ωB97M-V/def2-TZVPD

Computed properties:
**Total charge**: +1
**2S+1**: 3
**Expectation value of S²**: 2.01
**Kohn-Sham gap (alpha / beta)**: 6.2 / 9.9 eV
**Energy relative to the best compared isomer or geometry (same formula, charge and spin)**: 518.37 kJ/mol

Each line ends with the Mulliken spin population.
Element x y z (Å)
C  2.5052  0.2596  -0.4324  1.08
C  1.6095  0.2178  0.5467  0.76
C  0.0068  0.3612  0.1511  0.09
C  -0.8225  -0.7233  -0.4624  0.01
C  -1.1601  -0.3716  0.8908  -0.05
N  -2.0922  -0.0172  -0.2164  0.00
H  3.5580  0.1489  -0.2121  0.02
H  2.0730  0.1822  -1.4329  0.02
H  1.8032  0.4509  1.6322  0.01
H  -0.2520  1.3065  -0.2527  0.05
H  -0.8022  -1.6276  -1.1774  0.00
H  -1.2632  -0.8551  1.8091  -0.01
H  -2.1379  1.0587  -0.5249  0.00
H  -3.0254  -0.3908  -0.3186  0.00

***

C5H8N2 | ωB97M-V/def2-TZVPD

Computed properties:
**Kohn-Sham gap**: 9.8 eV
**Energy relative to the best compared isomer or geometry (same formula, charge and spin)**: 76.39 kJ/mol

Each line ends with the natural charge from an NBO analysis.
Element x y z (Å)
C  -2.5021  -0.2922  -0.1314  -0.40
N  -1.1564  0.2422  -0.1167  -0.17
C  -0.0630  -0.4825  -0.4330  -0.05
C  1.0491  0.2295  -0.0539  -0.14
C  2.4070  -0.3969  0.0975  -0.62
C  0.4971  1.4507  0.4096  -0.06
N  -0.8345  1.4389  0.3940  -0.26
H  -3.0352  -0.0327  -1.0490  0.20
H  -3.0575  0.0658  0.7369  0.23
H  -2.4197  -1.3810  -0.0606  0.21
H  -0.1571  -1.4159  -0.9680  0.21
H  3.2557  0.2290  -0.1884  0.22
H  2.4508  -1.3240  -0.4854  0.21
H  2.5504  -0.6881  1.1465  0.22
H  1.0156  2.3573  0.7019  0.21

***

C5H8N2 | ωB97M-V/def2-TZVPD

Computed properties:
**Kohn-Sham gap**: 9.8 eV
**Energy relative to the best compared isomer or geometry (same formula, charge and spin)**: 234.50 kJ/mol

Each line ends with the natural charge from an NBO analysis.
Element x y z (Å)
C  -1.6181  -0.9851  0.0053  -0.62
C  -0.9497  0.2824  -0.4787  -0.03
C  -0.5527  1.4100  0.4594  -0.20
N  0.3693  0.4724  -0.0377  -0.46
C  1.7165  0.1941  -0.3734  -0.29
C  2.1939  -0.9014  0.5099  0.27
N  2.4701  -1.7715  1.2199  -0.33
H  -1.4822  -1.0620  1.0896  0.22
H  -1.0999  -1.8268  -0.4708  0.21
H  -2.6859  -1.0502  -0.2346  0.21
H  -1.1976  0.5917  -1.4978  0.17
H  -0.5657  2.4339  0.0700  0.18
H  -0.8251  1.3073  1.5129  0.19
H  1.8322  -0.1452  -1.4140  0.23
H  2.3657  1.0663  -0.2313  0.24

***

C5H8N2 | ωB97M-V/def2-TZVPD

Computed properties:
**Kohn-Sham gap**: 9.1 eV
**Energy relative to the best compared isomer or geometry (same formula, charge and spin)**: 210.40 kJ/mol

Each line ends with the natural charge from an NBO analysis.
Element x y z (Å)
C  0.2677  2.1333  0.9545  -0.51
C  -0.0445  0.8795  1.2955  0.02
C  0.1222  0.0458  -0.9931  -0.24
C  -0.1911  -1.4449  -1.4440  -0.26
C  0.0458  -1.4483  0.7476  0.27
H  0.0723  2.9994  1.7241  0.21
H  0.2911  2.4519  -0.0340  0.19
H  -0.0880  0.6559  2.3227  0.20
H  1.0649  0.4706  -1.1129  0.20
H  -0.7619  0.6712  -1.2110  0.21
H  0.4639  -1.6066  -2.4489  0.20
H  -1.1957  -1.5365  -1.8366  0.20
H  -0.0308  -1.8286  1.7994  0.20
N  -0.0280  -0.1705  0.4718  -0.42
N  0.0121  -2.2721  -0.2351  -0.48

***

C5H8N2 | ωB97M-V/def2-TZVPD

Computed properties:
**Kohn-Sham gap**: 9.0 eV
**Energy relative to the best compared isomer or geometry (same formula, charge and spin)**: 264.84 kJ/mol

Each line ends with the natural charge from an NBO analysis.
Element x y z (Å)
C  1.7531  -0.3995  -0.4513  -0.61
C  0.7762  0.2774  0.4950  -0.40
C  -0.3723  1.0283  -0.2034  -0.25
N  -1.5890  0.6993  0.5574  -0.50
C  -2.0258  -0.5055  0.8130  0.05
C  -1.4909  -1.5160  -0.0511  0.11
N  -1.4207  -2.3647  -0.8500  -0.30
H  1.2172  -1.0879  -1.1172  0.22
H  2.2971  0.3249  -1.0640  0.20
H  2.4787  -0.9781  0.1279  0.22
H  1.2733  0.9458  1.2042  0.21
H  -0.5152  0.6912  -1.2390  0.22
H  -0.2294  2.1167  -0.2168  0.21
H  -2.2297  1.4315  0.8108  0.41
H  0.3166  -0.4909  1.1245  0.21

***

C5H8N2 | ωB97M-V/def2-TZVPD

Computed properties:
**Kohn-Sham gap (alpha / beta)**: 8.4 / 8.4 eV
**Energy relative to the best compared isomer or geometry (same formula, charge and spin)**: 294.65 kJ/mol

Each line ends with the natural charge from an NBO analysis.
Element x y z (Å)
C  -2.5041  0.4888  -0.7531  -0.43
N  -1.3659  0.0505  0.0171  -0.40
C  0.2526  -0.8571  2.5294  0.03
N  0.7872  -0.6274  1.4560  -0.27
C  0.9993  -0.1482  0.2844  0.05
C  2.3829  0.0221  -0.2779  -0.63
C  -0.2034  0.2430  -0.4602  0.07
H  -2.2428  0.9451  -1.7215  0.17
H  -3.1682  -0.3644  -0.9321  0.20
H  -3.0725  1.2168  -0.1634  0.21
H  -0.0697  -1.8818  2.7385  0.18
H  3.1199  -0.4710  0.3610  0.23
H  2.4603  -0.4089  -1.2829  0.22
H  2.6565  1.0822  -0.3521  0.22
H  -0.0320  0.7103  -1.4433  0.15

***

C5H8N2 | ωB97M-V/def2-TZVPD

Computed properties:
**Kohn-Sham gap**: 7.9 eV
**Energy relative to the best compared isomer or geometry (same formula, charge and spin)**: 416.01 kJ/mol

Each line ends with the natural charge from an NBO analysis.
Element x y z (Å)
C  -2.0899  -0.4366  0.2347  -0.42
N  -0.8533  0.0272  -0.3841  -0.04
C  -0.1072  -0.6408  -1.3882  -0.27
C  1.1507  -0.1107  -1.4907  -0.16
C  1.6937  0.2560  0.9135  -0.57
C  1.0875  0.8999  -0.3837  -0.22
N  -0.2771  1.0099  0.1459  -0.11
H  -2.7970  0.3904  0.2764  0.23
H  -1.8470  -0.7557  1.2521  0.23
H  -2.4862  -1.2765  -0.3332  0.22
H  -0.6091  -1.4580  -1.8962  0.21
H  2.7773  0.3112  0.8702  0.23
H  1.3861  -0.7945  0.9523  0.21
H  1.3323  0.7565  1.8183  0.22
H  1.5440  1.8774  -0.5647  0.24

***

C5H8N2 | ωB97M-V/def2-TZVPD

Computed properties:
**Kohn-Sham gap**: 9.9 eV
**Energy relative to the best compared isomer or geometry (same formula, charge and spin)**: 148.01 kJ/mol

Each line ends with the natural charge from an NBO analysis.
Element x y z (Å)
C  -1.2234  1.0772  0.0005  -0.44
C  -1.2550  -0.2978  -0.7034  -0.21
N  0.2176  -0.3005  -0.8531  -0.43
C  0.9744  -1.2077  0.0018  -0.30
C  1.5155  -0.2694  1.0658  0.10
N  1.1271  0.9387  0.9828  -0.39
C  0.3040  1.0402  -0.2103  0.08
H  -1.4970  1.0480  1.0585  0.22
H  0.3252  -1.9700  0.4636  0.20
H  -1.7632  1.8859  -0.4993  0.21
H  -1.7620  -0.3036  -1.6753  0.19
H  -1.6465  -1.1322  -0.1053  0.18
H  1.7751  -1.7395  -0.5315  0.21
H  2.1877  -0.5914  1.8602  0.19
H  0.7206  1.8222  -0.8550  0.19

***

no.,calculated total energy (hartree)
1,-249.608830
2,-249.498632
3,-304.806401
4,-304.746179
5,-304.755358
6,-304.734624
7,-304.723268
8,-304.677045
9,-304.779121